1) A 2-piece molecular cluster, C2H8N4 overall, computed with ωB97M-V/def2-TZVPD.

The geometry in XYZ format:
```
14
Properties=species:S:1:pos:R:3
C 0.337 -0.653 -1.551
N 1.089 -1.269 0.625
N 0.375 -1.522 -0.375
N 1.755 -0.097 0.597
C -2.127 1.204 0.986
N -1.106 0.786 1.636
H -0.605 -0.037 1.127
H 2.349 0.014 -0.218
H 2.205 0.102 1.487
H -0.257 -1.132 -2.335
H 1.314 -0.459 -2.003
H -0.147 0.294 -1.290
H -2.271 0.899 -0.068
H -2.910 1.871 1.382
```

The SMILES is C/N=N\N.C=N. The net charge is 0. The calculation puts the molar mass at 88.114 g/mol. The calculation puts the LUMO energy at 0.89 eV. For the HOMO energy, the calculation gives -9.5 eV.


2) A 2-piece molecular cluster, C2H8N4 overall, computed with ωB97M-V/def2-TZVPD.

The geometry in XYZ format:
```
14
Properties=species:S:1:pos:R:3
C 0.670 -0.637 1.035
C -0.503 0.316 1.235
N 1.275 -0.184 -0.284
N -0.072 1.453 0.392
N 0.645 0.957 -0.643
N -1.147 -0.323 -1.882
H 1.447 -0.629 1.881
H 0.473 -1.632 0.777
H -1.360 -0.052 0.864
H -0.546 0.695 2.173
H 1.492 -0.849 -0.995
H -0.646 2.218 0.066
H -0.610 -1.172 -1.736
H -1.120 -0.161 -2.881
```

The net charge is 0. The calculation puts the molar mass at 88.114 g/mol. The calculation puts the LUMO energy (spin up / spin down) at 1.04 / 0.14 eV. For the HOMO energy (spin up / spin down), the calculation gives -9.0 / -6.3 eV.


Least stable of them? 2).


1) A single C4H7N3O2 molecule, computed with ωB97M-V/def2-TZVPD.

The geometry in XYZ format:
```
16
Properties=species:S:1:pos:R:3
C 1.961 -1.168 0.285
C -1.558 -1.114 -0.174
C -2.558 -0.110 -0.034
C -0.395 1.055 -0.209
H 1.687 -0.296 1.178
H 3.009 -1.147 -0.275
H 1.804 -2.329 0.633
H -1.506 -2.132 0.037
H -3.646 -0.271 -0.054
H -2.268 2.115 0.031
H 2.424 2.250 -0.319
N -0.204 -0.375 -0.058
N -1.857 1.133 -0.103
N 0.473 2.021 0.032
O 0.844 -1.189 -0.688
O 1.788 1.557 -0.281
```

The SMILES is COn1cc[nH]/c1=N/O. The net charge is 0. The calculation puts the molar mass at 129.119 g/mol. The calculation puts the LUMO energy at 0.90 eV. For the HOMO energy, the calculation gives -7.5 eV.


2) A single C4H7N3O2 molecule, computed with ωB97M-V/def2-TZVPD.

The geometry in XYZ format:
```
16
Properties=species:S:1:pos:R:3
C 2.114 -0.794 0.044
C 0.777 -0.245 -0.165
C -0.999 1.167 0.059
C 0.436 1.068 -0.135
H 2.518 -0.263 1.000
H 2.725 -0.504 -0.758
H 2.318 -1.876 0.205
H -0.334 -1.934 0.409
H -3.283 -0.677 0.598
H -3.180 -0.104 -0.980
H 1.886 2.004 0.408
N -0.323 -1.128 -0.268
N -1.396 -0.212 0.056
N -2.675 -0.681 -0.239
O -1.846 2.057 0.100
O 1.263 2.121 -0.334
```

The SMILES is Cc1[nH]n(N)c(=O)c1O. The net charge is 0. The calculation puts the molar mass at 129.119 g/mol. The calculation puts the LUMO energy at 0.48 eV. For the HOMO energy, the calculation gives -8.7 eV.


Least stable of them? 1).


1) A single C4H7N3O2 molecule, computed with ωB97M-V/def2-TZVPD.

The geometry in XYZ format:
```
16
Properties=species:S:1:pos:R:3
C -0.739 1.681 -0.029
C -1.134 -0.664 0.610
C -0.582 -1.770 -0.243
C 0.772 -0.115 -0.599
H -1.403 1.720 -0.908
H -1.243 2.114 0.864
H 0.072 2.430 -0.137
H -2.146 -0.447 0.236
H -1.219 -0.978 1.669
H -1.046 -2.759 -0.278
H 1.003 0.482 -1.482
N -0.184 0.424 0.300
N 0.444 -1.495 -0.915
N 2.158 -0.193 0.130
O 3.039 0.444 -0.341
O 2.207 -0.876 1.124
```

The SMILES is CN1CC=N[C@@H]1[N+](=O)[O-]. The net charge is 0. The calculation puts the molar mass at 129.119 g/mol. The calculation puts the LUMO energy at 0.72 eV. For the HOMO energy, the calculation gives -9.6 eV.


2) A single C4H7N3O2 molecule, computed with ωB97M-V/def2-TZVPD.

The geometry in XYZ format:
```
16
Properties=species:S:1:pos:R:3
C -0.434 -1.144 -1.131
C -0.327 -1.418 0.347
N 0.659 -0.303 -1.349
C -1.059 0.897 0.730
C 1.041 0.302 -0.230
N 1.799 1.447 -0.176
O -1.999 0.587 1.643
N 0.176 -0.093 0.781
O -0.899 2.035 0.368
H -1.917 -0.332 1.922
H 1.074 -0.124 -2.250
H -0.498 -1.983 -1.813
H 1.641 2.084 -0.950
H 1.627 1.959 0.683
H -1.278 -1.714 0.785
H 0.395 -2.201 0.640
```

The net charge is 0. The calculation puts the molar mass at 129.119 g/mol. The calculation puts the LUMO energy (spin up / spin down) at 0.72 / 0.72 eV. For the HOMO energy (spin up / spin down), the calculation gives -6.7 / -6.7 eV.


Least stable of them? 1).


1) A 8-piece molecular cluster, C18H54N2O8 overall, computed with ωB97M-V/def2-TZVPD.

The geometry in XYZ format:
```
82
Properties=species:S:1:pos:R:3
O -5.689 11.443 -10.009
H -6.541 11.819 -10.249
H -5.662 11.507 -9.035
C -11.585 10.387 -7.177
C -12.772 9.540 -6.812
C -13.513 8.973 -8.003
O -13.982 10.062 -8.778
C -14.618 9.650 -9.965
N -12.339 8.483 -5.896
H -11.109 10.905 -6.344
H -11.838 11.122 -7.947
H -10.797 9.832 -7.701
H -13.545 10.165 -6.329
H -14.308 8.293 -7.672
H -12.814 8.407 -8.641
H -15.668 9.395 -9.817
H -14.054 8.835 -10.438
H -14.542 10.429 -10.729
H -13.099 7.878 -5.621
H -11.845 8.860 -5.104
C -14.112 16.195 -7.260
C -13.566 14.780 -7.328
C -13.343 14.033 -6.021
O -12.581 14.929 -5.207
C -11.861 14.287 -4.190
N -14.332 13.972 -8.291
H -13.597 16.959 -6.688
H -15.140 16.161 -6.877
H -14.233 16.530 -8.294
H -12.539 14.880 -7.712
H -12.835 13.084 -6.235
H -14.225 13.799 -5.405
H -12.472 13.752 -3.456
H -11.213 15.042 -3.742
H -11.150 13.536 -4.579
H -14.039 14.176 -9.238
H -14.162 12.983 -8.138
C -3.018 11.263 -7.418
C -1.721 12.065 -7.296
O -1.321 12.669 -8.504
H -2.893 10.710 -8.350
H -3.865 11.941 -7.546
H -3.287 10.678 -6.542
H -0.909 11.383 -7.047
H -1.802 12.798 -6.487
H -1.978 13.293 -8.826
C -6.280 6.974 -8.242
C -7.342 8.030 -8.495
O -7.770 8.632 -7.245
H -6.050 6.348 -9.109
H -6.494 6.266 -7.438
H -5.330 7.454 -7.998
H -8.240 7.624 -8.963
H -6.885 8.832 -9.077
H -8.622 8.225 -7.066
C -6.381 15.366 -3.477
C -5.604 15.132 -2.179
O -5.425 16.346 -1.446
H -6.836 14.381 -3.648
H -5.748 15.691 -4.296
H -7.274 15.991 -3.417
H -4.610 14.801 -2.507
H -6.048 14.318 -1.605
H -5.301 16.100 -0.523
C -8.352 11.852 -6.018
C -6.918 12.308 -6.246
O -6.372 11.441 -7.250
H -8.892 12.147 -6.922
H -8.814 12.556 -5.312
H -8.423 10.804 -5.755
H -6.275 12.183 -5.365
H -6.908 13.365 -6.508
H -6.531 10.552 -6.901
C -4.703 8.568 -4.868
C -4.948 7.401 -3.937
O -4.621 7.802 -2.595
H -3.652 8.841 -4.933
H -5.364 9.387 -4.590
H -4.994 8.229 -5.866
H -4.370 6.522 -4.237
H -6.003 7.108 -3.959
H -4.560 6.989 -2.082
```

The SMILES is COC[C@H](C)N.COC[C@H](C)N.CCO.CCO.CCO.CCO.CCO.O. The net charge is 0. The calculation puts the molar mass at 426.636 g/mol. The calculation puts the LUMO energy at 0.39 eV. For the HOMO energy, the calculation gives -9.2 eV.


2) C18H54N2O8 as an isolated structure, computed with ωB97M-V/def2-TZVPD.

The geometry in XYZ format:
```
82
Properties=species:S:1:pos:R:3
O 12.263 13.769 13.219
H 12.143 12.852 13.469
H 12.531 13.734 12.301
C 12.036 14.056 16.445
C 12.524 15.367 17.150
O 13.596 16.018 16.422
H 11.639 14.196 15.440
H 11.331 13.691 17.192
H 12.791 13.291 16.263
H 12.928 15.131 18.135
H 11.776 16.159 17.164
H 13.359 16.240 15.518
C 13.295 19.237 14.000
C 13.779 20.725 14.058
O 15.155 20.991 13.778
H 12.281 19.227 14.401
H 13.809 18.523 14.644
H 13.407 18.868 12.981
H 13.360 21.224 14.932
H 13.173 21.154 13.261
H 15.311 21.932 13.672
C 13.498 17.118 10.539
C 14.310 16.942 11.732
O 15.625 16.768 11.353
H 12.530 17.478 10.888
H 13.312 16.259 9.896
H 13.811 17.894 9.840
H 14.002 15.993 12.171
H 14.236 17.809 12.389
H 16.136 16.869 12.160
C 8.525 17.928 13.258
C 9.097 19.304 13.558
O 9.740 19.830 12.405
H 7.734 17.879 14.006
H 9.141 17.032 13.334
H 7.923 17.818 12.356
H 9.663 19.343 14.488
H 8.269 19.975 13.787
H 10.146 20.683 12.579
C 11.088 17.104 14.328
C 12.312 16.529 13.560
O 12.787 15.387 14.230
H 10.302 16.349 14.292
H 10.697 18.000 13.847
H 11.411 17.181 15.366
H 13.109 17.268 13.475
H 12.110 16.286 12.517
H 12.226 14.673 13.920
C 7.901 15.774 14.408
C 7.339 15.946 15.827
C 7.035 17.409 16.300
O 6.675 17.605 17.682
C 7.712 17.590 18.646
N 6.164 15.128 16.056
H 8.739 16.463 14.312
H 7.137 16.067 13.687
H 8.317 14.791 14.190
H 8.086 15.445 16.444
H 6.231 17.806 15.681
H 7.949 17.999 16.227
H 7.283 17.614 19.647
H 8.451 18.369 18.458
H 8.178 16.609 18.548
H 5.689 15.337 16.923
H 5.531 15.532 15.381
C 16.985 15.383 14.335
C 15.925 14.487 13.638
C 16.622 13.080 13.421
O 15.767 12.413 12.372
C 15.999 11.015 12.116
N 14.693 14.415 14.467
H 17.351 14.735 15.131
H 16.395 16.267 14.577
H 17.736 15.663 13.596
H 15.701 14.937 12.671
H 16.580 12.456 14.314
H 17.657 13.204 13.105
H 16.704 10.591 12.831
H 16.707 10.924 11.293
H 15.108 10.435 11.876
H 14.269 15.329 14.525
H 14.079 13.729 14.052
```

The net charge is 0. The calculation puts the molar mass at 426.636 g/mol. The calculation puts the LUMO energy at 0.04 eV. For the HOMO energy, the calculation gives -7.7 eV.


Least stable of them? 2).


1) A 2-piece molecular cluster, C6H16 overall, computed with ωB97M-V/def2-TZVPD.

The geometry in XYZ format:
```
22
Properties=species:S:1:pos:R:3
C -1.421 0.787 0.754
C -2.046 1.693 -0.163
C -2.024 -0.538 0.982
C 0.104 0.606 0.190
H -1.270 1.290 1.671
H -1.642 2.772 -0.345
H -3.154 1.655 0.012
H -2.366 -0.784 2.012
H -2.968 -0.530 0.512
H -1.546 -1.490 0.759
H 0.752 1.411 0.288
H 0.719 -0.001 0.814
H 0.033 0.358 -0.844
H -2.245 1.340 -1.207
C 2.483 -1.774 -0.303
C 2.640 -0.561 -1.281
H 1.892 -2.593 -0.656
H 3.444 -2.220 -0.151
H 1.948 -1.393 0.585
H 3.350 -1.027 -2.039
H 2.997 0.308 -0.831
H 1.644 -0.373 -1.652
```

The SMILES is CC(C)C.CC. The net charge is 0. The calculation puts the molar mass at 88.194 g/mol. The calculation puts the LUMO energy at 1.09 eV. For the HOMO energy, the calculation gives -10.3 eV.


2) A 2-piece molecular cluster, C6H16 overall, computed with ωB97M-V/def2-TZVPD.

The geometry in XYZ format:
```
22
Properties=species:S:1:pos:R:3
C 1.180 0.034 -1.255
C 1.790 -1.359 -1.305
C 1.863 1.056 -2.166
H 0.116 0.003 -1.483
H 1.207 0.439 -0.242
H 2.715 -1.445 -0.735
H 1.621 0.862 -3.212
H 1.983 -1.646 -2.341
H 1.089 -2.122 -0.972
H 1.542 2.054 -1.877
H 2.946 0.990 -2.026
C -1.797 -0.441 1.431
C -1.307 -0.129 2.836
C -1.839 0.768 0.493
H -1.193 -1.239 0.990
H -2.793 -0.893 1.469
H -1.457 0.922 3.103
H -1.087 1.506 0.775
H -1.685 0.451 -0.534
H -2.807 1.276 0.507
H -1.840 -0.739 3.569
H -0.247 -0.346 2.974
```

The SMILES is CCC.CCC. The net charge is 0. The calculation puts the molar mass at 88.194 g/mol. The calculation puts the LUMO energy at 1.10 eV. For the HOMO energy, the calculation gives -11.1 eV.


Least stable of them? 1).